1.
109
Properties=species:S:1:pos:R:3:forces:R:3:lowdin_charge:R:1 method="wB97M-V/def2-TZVPD" max_force_ev_per_a=0.782 total_charge=-1 multiplicity=2 e_homo_ha="-0.1227 / -0.1182" lumo_energy_ha="0.1012 / 0.1011"
Cu 0.115042 -0.115602 -1.132742 0.387 -0.073 0.633 0.061
C 3.339050 2.337074 -2.435866 0.099 -0.095 0.010 -0.145
C 3.948566 1.967482 -1.073650 0.080 -0.079 -0.249 -0.545
C 5.465021 1.817729 -1.183574 0.098 0.080 -0.033 -0.133
P 3.004791 0.490557 -0.389407 -0.283 0.120 0.185 1.073
C 4.281045 -0.836934 -0.119591 -0.023 -0.164 -0.058 -0.561
C 4.508768 -1.595381 -1.430367 0.058 0.021 -0.038 -0.131
C 3.767879 -1.803813 0.952438 -0.024 -0.047 -0.064 -0.120
C 2.771794 1.033939 1.368105 0.003 0.018 0.214 -0.380
C 3.834171 1.654527 2.044910 -0.108 0.015 -0.075 -0.109
C 3.700925 2.092559 3.352451 -0.091 -0.065 -0.053 -0.098
C 2.485174 1.914429 4.006967 0.045 0.016 -0.039 -0.097
C 1.438390 1.282606 3.355866 -0.004 -0.080 -0.149 -0.105
C 1.547523 0.807430 2.035508 0.404 -0.005 -0.044 -0.294
Si 0.119752 -0.153561 1.165201 -0.451 -0.077 -0.198 0.544
C 0.135442 -1.893137 2.019514 -0.190 -0.288 0.038 -0.296
C 1.104543 -2.281555 2.960494 -0.209 0.016 -0.078 -0.116
C 1.170063 -3.576591 3.468729 -0.030 0.116 -0.082 -0.097
C 0.267454 -4.535310 3.034327 -0.029 0.082 -0.061 -0.102
C -0.703232 -4.184161 2.101671 0.091 0.127 -0.038 -0.115
C -0.801204 -2.882398 1.598521 0.220 0.019 0.127 -0.364
P -2.057244 -2.392095 0.320284 0.355 0.269 0.146 1.077
C -3.712591 -2.977316 0.965052 -0.052 0.052 0.131 -0.560
C -3.909214 -4.327344 1.654071 -0.052 -0.037 0.004 -0.137
C -4.252352 -1.873498 1.890087 0.019 -0.031 0.004 -0.147
C -1.629861 -3.470047 -1.160520 -0.083 -0.194 0.137 -0.546
C -2.379114 -4.796023 -1.307847 0.054 -0.029 -0.052 -0.131
C -0.120240 -3.693213 -1.284416 0.030 0.015 0.055 -0.136
C -1.394017 0.687798 2.025897 -0.109 0.200 0.275 -0.297
C -1.914690 0.185258 3.232203 -0.005 0.003 -0.219 -0.138
C -2.982761 0.782344 3.887178 0.006 0.077 -0.080 -0.109
C -3.571833 1.920229 3.348897 0.135 -0.073 -0.006 -0.096
C -3.069853 2.450081 2.167845 0.171 -0.040 0.031 -0.118
C -1.980684 1.865614 1.503204 -0.038 -0.160 0.183 -0.351
P -1.239443 2.572852 -0.032731 0.195 -0.211 0.330 1.059
C -2.643565 2.530411 -1.233172 0.011 0.117 -0.132 -0.557
C -2.187567 3.274972 -2.491036 -0.020 0.075 -0.023 -0.140
C -4.051606 2.942229 -0.817256 -0.138 -0.024 -0.039 -0.121
C -0.875457 4.352024 0.409046 -0.055 0.060 0.207 -0.551
C 0.099902 4.326348 1.597698 0.000 -0.008 -0.042 -0.132
C -1.985198 5.377133 0.646665 0.010 0.074 0.012 -0.123
H 3.769743 3.269595 -2.821313 -0.008 -0.083 0.043 0.071
H 2.254472 2.451419 -2.376458 0.029 -0.014 0.065 0.057
H 3.529551 1.545295 -3.170573 0.005 0.069 0.062 0.064
H 3.737406 2.779306 -0.379378 -0.069 0.105 0.093 0.091
H 5.738691 1.005202 -1.863777 -0.018 0.078 0.062 0.062
H 5.943540 1.618134 -0.219414 -0.058 0.036 -0.139 0.053
H 5.903594 2.739256 -1.584943 -0.024 -0.071 0.021 0.074
H 5.221223 -0.390726 0.212955 0.045 -0.037 0.075 0.088
H 3.565147 -2.015097 -1.786724 -0.007 -0.016 -0.001 0.066
H 5.217649 -2.419672 -1.283427 -0.058 0.088 -0.007 0.073
H 4.899888 -0.954504 -2.226451 -0.050 -0.037 0.061 0.055
H 2.748094 -2.141017 0.723813 0.154 0.046 0.001 0.069
H 3.744356 -1.344313 1.942688 0.024 -0.027 -0.107 0.064
H 4.407526 -2.692529 0.998666 -0.027 0.057 -0.002 0.078
H 4.784792 1.795428 1.536390 -0.097 0.021 0.068 0.085
H 4.533245 2.568992 3.857538 0.000 0.006 -0.011 0.092
H 2.356167 2.267262 5.025164 0.012 -0.017 -0.036 0.095
H 0.499956 1.158965 3.888211 0.024 -0.038 -0.053 0.094
H 1.839520 -1.554644 3.297229 -0.117 -0.026 -0.013 0.086
H 1.936053 -3.838306 4.191949 -0.025 0.026 -0.023 0.094
H 0.322670 -5.551820 3.407110 -0.009 0.007 -0.010 0.092
H -1.375198 -4.951029 1.739476 -0.033 0.008 0.015 0.079
H -4.319505 -2.962444 0.054835 -0.061 -0.019 -0.106 0.091
H -3.423585 -4.334143 2.631088 0.036 -0.001 -0.004 0.069
H -3.532184 -5.170717 1.076965 -0.006 0.033 0.016 0.044
H -4.979599 -4.494329 1.824592 0.047 0.002 -0.003 0.072
H -3.641784 -1.805687 2.796245 -0.087 -0.041 -0.103 0.060
H -5.282211 -2.096451 2.197367 0.093 0.001 -0.046 0.072
H -4.232271 -0.887824 1.416627 0.028 -0.106 0.022 0.065
H -1.912326 -2.818300 -1.990504 -0.080 0.031 -0.077 0.075
H -2.072274 -5.511753 -0.539020 -0.006 0.041 -0.038 0.061
H -2.140542 -5.245136 -2.279359 -0.013 0.022 0.050 0.072
H -3.466389 -4.684859 -1.255925 0.115 0.028 0.008 0.061
H 0.244016 -4.385860 -0.518553 -0.040 0.052 -0.058 0.069
H 0.433666 -2.752783 -1.192288 -0.075 -0.055 0.006 0.030
H 0.106044 -4.117386 -2.269615 -0.013 0.015 0.060 0.072
H -1.488069 -0.723222 3.654006 0.007 0.116 -0.036 0.097
H -3.367154 0.351186 4.806004 0.024 0.021 -0.009 0.097
H -4.409405 2.395813 3.846538 -0.002 -0.010 -0.016 0.093
H -3.534580 3.338701 1.762029 0.018 -0.074 0.031 0.071
H -2.666401 1.461791 -1.466981 0.053 -0.085 -0.120 0.090
H -2.148240 4.358980 -2.307958 0.039 -0.171 -0.048 0.064
H -2.891767 3.106773 -3.313383 0.070 -0.001 0.051 0.073
H -1.200228 2.923079 -2.808781 -0.121 0.031 0.010 0.051
H -4.108613 3.995556 -0.533120 -0.011 -0.032 0.003 0.056
H -4.429645 2.342038 0.013330 0.056 0.043 -0.116 0.058
H -4.732506 2.795568 -1.664942 0.042 0.019 0.050 0.074
H -0.308080 4.680189 -0.465100 0.058 0.059 -0.102 0.090
H -0.419373 4.050013 2.520425 0.004 0.011 -0.051 0.075
H 0.552820 5.313780 1.745528 -0.065 -0.064 -0.016 0.072
H 0.906016 3.599435 1.452975 -0.083 0.057 -0.024 0.056
H -2.646395 5.086160 1.465207 0.076 0.043 -0.038 0.056
H -2.593181 5.538429 -0.245883 0.018 -0.036 0.048 0.052
H -1.542373 6.344036 0.920903 -0.029 -0.076 -0.041 0.071
C 0.514275 0.922669 -5.050764 0.027 0.127 -0.045 -0.077
C 0.206303 -0.354704 -4.248981 -0.075 0.014 0.199 -0.798
C 1.422318 -1.295801 -4.375064 0.055 -0.151 0.139 -0.081
C -1.003823 -1.050403 -4.883767 -0.204 -0.080 -0.065 -0.080
N -0.159893 -0.012476 -2.915262 -0.079 0.185 -0.756 -0.042
H 0.715863 0.695411 -6.107115 0.010 0.025 0.109 0.070
H 1.394680 1.423326 -4.630182 -0.123 -0.048 -0.052 0.055
H -0.332495 1.611639 -4.989044 0.046 -0.053 -0.003 0.063
H 1.663194 -1.561818 -5.418105 -0.088 0.086 0.190 0.069
H 1.224265 -2.214492 -3.809936 0.065 0.103 -0.073 0.058
H 2.292641 -0.805472 -3.931743 0.045 -0.055 0.023 0.052
H -0.803244 -1.297435 -5.934390 -0.042 -0.002 0.088 0.071
H -1.880407 -0.397087 -4.825833 0.089 -0.075 -0.021 0.070
H -1.229238 -1.976800 -4.342444 0.018 0.097 -0.066 0.061

---

2.
116
Properties=species:S:1:pos:R:3:forces:R:3:lowdin_charge:R:1 method="wB97M-V/def2-TZVPD" max_force_ev_per_a=3.583 multiplicity=4 e_homo_ha="-0.2501 / -0.2485" lumo_energy_ha="-0.0292 / -0.1191"
Ti 1.009763 -0.901285 -1.065790 0.793 -0.650 -0.020 -0.122
C 0.530715 -4.299719 1.735037 -0.736 3.395 0.253 -0.113
C -0.814546 -3.472459 1.591675 -0.257 0.364 -0.962 -0.491
C -2.000816 -4.406046 2.006932 -0.524 0.945 0.169 -0.133
P -1.012621 -2.522862 -0.087874 -0.923 -0.886 1.086 1.034
C -2.371784 -1.311046 0.402779 0.599 0.246 -1.112 -0.392
N -1.727300 -0.445675 1.311334 0.985 2.519 1.652 -0.238
Ge -0.300696 0.619226 0.517198 -1.224 0.735 -0.447 0.882
N 0.710710 1.801432 1.610669 2.683 -1.425 -0.339 -0.160
C 2.205870 1.567975 1.608007 -1.084 -0.286 -0.701 -0.348
P 2.663257 -0.131752 0.942453 -0.112 0.752 0.965 0.981
C 2.794198 -0.917956 2.643085 -0.820 -0.415 -0.566 -0.517
C 3.958982 -0.479261 3.498411 -0.314 1.577 -0.141 -0.102
C 1.480040 -0.718015 3.394039 0.377 0.039 0.272 -0.110
C 4.417570 0.226000 0.510802 0.561 -0.567 0.042 -0.531
C 5.243686 -1.045541 0.132937 -0.361 0.134 -1.029 -0.101
C 4.386683 1.136849 -0.707907 0.343 -0.667 -0.141 -0.148
C 0.375308 2.994747 2.133651 0.676 1.857 0.891 -0.258
C 1.315951 4.011263 2.482314 -0.634 0.200 -0.503 -0.019
C 0.939000 5.262459 2.947770 -1.653 -0.997 0.149 -0.078
C -0.430919 5.527325 3.184464 1.002 1.202 0.380 -0.106
C -1.334300 4.552910 2.869978 -0.898 -0.333 0.244 -0.037
C -0.936998 3.303501 2.394130 -1.818 -0.544 0.091 -0.144
N -1.868970 2.226530 2.112800 1.323 -0.176 0.806 -0.035
C -2.169769 1.196314 3.051694 0.599 0.295 0.770 -0.177
C -2.417155 1.418157 4.386285 -1.900 0.811 1.478 -0.009
C -2.975353 0.452595 5.290141 1.438 -0.147 -3.278 -0.067
C -3.130544 -0.815418 4.742974 0.184 1.083 -0.033 -0.078
C -2.745847 -1.071267 3.408459 -0.724 -1.868 2.072 -0.039
C -2.235010 -0.126804 2.592282 0.760 0.272 -2.163 -0.245
C -2.878421 2.462070 1.194271 -2.141 0.042 0.080 -0.208
C -4.163728 2.785651 1.671746 -1.093 0.555 0.053 -0.016
C -5.251421 3.091871 0.835374 2.454 -0.387 -1.627 -0.075
C -4.930786 3.043540 -0.568947 -0.756 0.446 1.292 -0.095
C -3.671870 2.691326 -1.059518 -0.398 -0.561 0.170 -0.036
C -2.618887 2.280894 -0.162387 -0.130 1.173 -1.071 -0.218
N -1.340284 1.893107 -0.577284 -0.530 -0.988 -0.015 -0.157
C -1.349413 1.629071 -2.021393 -0.851 0.867 0.480 -0.436
P 0.136520 0.878877 -2.773566 -0.314 -0.562 0.172 0.962
C 1.149678 2.327079 -3.200752 0.304 1.504 -0.985 -0.544
C 1.133049 3.478586 -2.144778 1.564 -0.645 -0.837 -0.077
C 2.612043 2.084588 -3.658116 -0.183 -1.301 0.472 -0.127
C -0.370389 0.337278 -4.510717 -0.329 -0.711 0.207 -0.511
C -1.626426 1.059833 -5.058774 0.998 -0.371 1.531 -0.097
C -0.589542 -1.196686 -4.627432 0.063 0.699 0.433 -0.119
C -1.868726 -3.872800 -1.075774 0.928 1.378 -0.439 -0.563
C -3.199579 -3.443559 -1.579297 -2.668 -0.709 -1.464 -0.145
C -0.950452 -4.251335 -2.223448 1.819 -1.568 0.493 -0.135
H 0.405295 -4.745243 2.714112 0.454 -0.950 -0.162 0.071
H 1.347011 -3.524664 1.846084 -0.574 -1.029 -0.270 0.035
H 0.709735 -4.888131 0.837961 0.036 -0.501 0.480 0.052
H -0.873479 -2.590098 2.267583 0.550 -0.688 -0.186 0.056
H -1.830126 -5.445302 1.732680 0.138 -0.048 -0.003 0.067
H -3.056686 -4.152959 1.654186 1.447 0.063 0.398 0.094
H -1.964015 -4.308206 3.112265 -0.441 -0.506 -0.488 0.081
H -3.314093 -1.560041 0.837960 -0.614 -1.179 0.222 0.093
H -2.646027 -0.782597 -0.539495 0.103 -0.130 0.237 0.078
H 2.611242 1.704394 2.600751 -0.171 -0.353 0.638 0.071
H 2.796490 2.319388 1.081040 -0.500 0.112 -0.621 0.061
H 2.759089 -1.989105 2.492386 0.832 -0.468 -0.267 0.078
H 3.890701 0.615903 3.724319 -0.511 -0.884 0.510 0.094
H 4.926194 -0.451635 3.058009 0.848 -0.893 -0.698 0.044
H 3.970031 -1.099471 4.375342 0.143 0.068 0.661 0.081
H 1.211505 0.307954 3.498683 -0.227 0.810 0.135 0.057
H 1.541165 -1.128804 4.393472 0.165 -0.234 0.312 0.089
H 0.671443 -1.217298 2.906300 -0.657 -0.331 -0.468 0.041
H 4.895933 0.752113 1.367543 -0.250 -0.304 -0.534 0.111
H 4.689075 -1.850408 -0.391779 -0.073 0.820 0.387 -0.001
H 5.726324 -1.555389 0.937081 0.290 -0.066 0.899 0.060
H 6.021152 -0.748997 -0.586829 -0.020 0.009 0.306 0.080
H 3.923592 0.573114 -1.525813 0.320 0.083 0.100 0.004
H 5.423576 1.376173 -0.982659 -0.391 0.290 -0.083 0.097
H 3.774249 2.006983 -0.539916 0.125 0.538 -0.100 0.043
H 2.344921 3.875050 2.255252 0.659 -0.138 0.017 0.079
H 1.695089 5.977267 3.131741 0.599 0.719 0.255 0.084
H -0.819146 6.468724 3.655061 0.712 -0.878 -0.691 0.113
H -2.379745 4.820706 3.057992 0.189 -0.648 -0.233 0.118
H -2.547906 2.444512 4.749079 0.738 -0.100 -0.319 0.114
H -3.259575 0.751001 6.259367 -0.262 0.074 0.971 0.080
H -3.547641 -1.564820 5.371340 -0.254 -0.832 0.137 0.086
H -2.767184 -2.114679 3.093401 -0.167 0.294 -0.119 0.087
H -4.394552 2.870661 2.753644 0.748 -0.232 -0.636 0.122
H -6.175675 3.460773 1.256559 -0.124 -0.212 -0.274 0.088
H -5.701554 3.348153 -1.282840 0.273 -0.164 0.129 0.093
H -3.603134 2.684816 -2.167945 0.229 -0.001 1.048 0.101
H -1.578209 2.593691 -2.426420 0.587 0.979 -0.995 0.071
H -2.307753 1.183067 -2.309510 0.325 -1.201 -0.044 0.069
H 0.707850 2.716008 -4.138951 -0.450 0.048 0.491 0.102
H 1.869006 3.222292 -1.343553 -0.664 0.398 -0.399 0.080
H 0.183299 3.731551 -1.735151 -0.736 -0.183 0.451 0.048
H 1.470187 4.368156 -2.698060 0.200 -0.140 0.414 0.084
H 3.139375 1.604431 -2.823313 0.137 0.506 -0.368 0.010
H 3.061979 3.048396 -3.905528 0.061 -0.166 0.017 0.083
H 2.745836 1.369341 -4.511971 -0.418 0.742 0.533 0.072
H 0.470829 0.667162 -5.115407 0.278 -0.174 -0.127 0.093
H -2.474868 0.813288 -4.399262 0.079 0.229 -0.579 0.076
H -1.781437 0.730731 -6.071127 -0.304 0.056 -0.399 0.074
H -1.378868 2.111799 -5.001272 -0.553 0.451 -0.268 0.066
H -1.357814 -1.440705 -3.871446 0.197 -0.314 -0.447 0.065
H 0.297345 -1.828974 -4.502061 -0.080 0.368 0.300 0.026
H -0.945422 -1.414036 -5.629958 -0.349 -0.099 -0.065 0.076
H -2.047731 -4.624148 -0.358785 0.128 -1.290 0.542 0.063
H -3.219650 -2.558800 -2.225454 0.365 0.048 0.146 0.069
H -3.992040 -3.281678 -0.820537 0.699 -0.007 -0.067 0.080
H -3.659124 -4.256652 -2.248278 0.737 0.857 0.818 0.107
H -0.836099 -3.397685 -2.861229 -0.092 0.388 -0.665 0.031
H -1.252591 -5.146816 -2.805681 -0.225 0.614 0.251 0.089
H 0.122081 -4.485351 -1.891705 -1.421 0.304 -0.142 0.063
S 4.577054 -3.725014 -2.740424 -0.837 0.634 0.399 0.749
C 3.288094 -2.722426 -2.273038 -2.067 1.314 1.685 -1.569
S 2.346104 -2.992393 -0.714044 2.020 -0.963 -2.271 0.450
S 2.711709 -1.249998 -3.064280 1.073 -1.845 0.376 0.512
N 2.272758 -4.026802 -5.426380 -0.829 -0.737 1.247 -0.002
H 3.106272 -3.582490 -5.085871 0.786 0.223 -0.388 -0.075
H 2.513947 -5.032662 -5.569455 -0.362 1.109 0.359 0.028
H 1.714137 -3.944687 -4.535703 0.272 -0.584 -1.330 0.005

---

Record-wise energy relative to the best compared isomer or geometry (same formula, charge and spin) values, in kcal per mole: 3.9 55.6